[1]
92
Properties=species:S:1:pos:R:3:forces:R:3 method="wB97M-V/def2-TZVPD" relative_energy_kj_mol=161.42 total_charge=+1 homo_energy_ev="-9.501 / -10.287" gap_ev="6.28 / 4.91" spin_multiplicity=5
Pt 0.856 0.378 0.416 0.082 0.455 -0.071
Sb 0.342 -0.907 3.433 -0.433 -0.021 -0.023
Cl 1.364 2.856 1.698 -0.013 0.061 0.065
S -1.591 0.699 -8.752 -0.023 0.090 -0.101
S 2.059 0.462 4.242 0.147 0.048 -0.156
S -0.068 0.735 -6.202 0.002 0.146 0.074
S 2.592 -2.658 -6.781 0.044 -0.085 0.074
S 0.597 -1.208 -8.210 0.062 -0.041 -0.102
S 1.758 -0.300 -4.166 0.030 -0.102 -0.029
P -0.379 1.816 -0.814 0.315 -0.030 0.059
O 4.268 -3.099 -2.000 -0.027 0.040 0.033
O 4.001 -2.916 2.763 0.069 0.005 -0.004
O 2.372 -0.929 -1.144 0.038 0.115 -0.216
O 2.424 -0.715 1.657 -0.244 -0.053 -0.129
O 5.491 -4.170 0.483 -0.028 -0.018 -0.008
C 0.076 -2.416 0.785 0.073 0.042 -0.088
C 1.498 -1.337 -6.730 -0.033 0.140 -0.014
C 2.137 3.735 -4.144 0.003 -0.015 0.015
C 2.755 3.077 -3.092 -0.033 0.014 -0.001
C 1.369 -2.842 5.474 -0.009 -0.150 -0.078
C -1.896 1.217 -1.591 -0.087 -0.095 0.071
C -1.446 5.657 1.553 0.003 0.002 0.017
C 3.137 -1.531 1.008 0.175 -0.216 -0.113
C -3.147 1.315 -0.984 -0.008 0.037 -0.075
C -0.478 -1.355 1.523 0.041 -0.293 0.078
C 0.590 -2.770 4.320 0.176 -0.053 0.195
C -0.066 3.739 1.217 0.069 -0.081 -0.021
C 1.553 -4.071 6.090 -0.016 0.021 -0.024
C -2.213 5.284 0.458 0.010 0.003 -0.005
C 3.779 -2.450 -5.444 0.029 -0.022 0.061
C -1.908 4.126 -0.238 0.029 -0.021 -0.010
C -0.359 4.888 1.932 -0.031 0.028 -0.024
C -4.264 0.765 -1.598 0.038 0.014 -0.032
C 0.601 2.533 -2.165 -0.041 0.022 0.007
C -1.800 -0.964 1.268 -0.021 0.007 -0.010
C -1.767 0.519 -2.792 0.001 -0.026 -0.007
C 1.183 -0.412 -5.722 -0.056 -0.033 -0.106
C -1.541 1.414 3.829 -0.037 -0.048 0.077
C -1.732 -0.255 5.574 -0.084 -0.014 -0.154
C -1.185 0.177 4.368 -0.003 0.132 0.198
C 1.989 2.472 -2.106 0.029 -0.030 0.009
C -2.479 2.200 4.481 -0.001 -0.018 0.004
C 0.971 -5.211 5.552 -0.005 0.019 0.005
C -0.003 -3.907 3.780 -0.032 0.007 0.143
C -0.639 -3.001 -0.248 -0.007 0.035 0.008
C -0.425 0.132 -7.780 -0.097 -0.161 0.139
C -1.934 -2.581 -0.516 0.006 0.039 0.033
C 4.659 -3.319 0.416 -0.098 0.117 -0.006
C -2.670 0.540 6.220 0.012 0.015 -0.017
C 4.058 -2.723 -0.884 -0.010 0.130 0.144
C -0.017 3.203 -3.220 -0.003 0.002 -0.021
C -3.042 1.761 5.674 0.021 -0.016 -0.013
C 0.750 3.795 -4.211 0.006 -0.037 0.040
C -2.514 -1.581 0.254 -0.014 -0.032 -0.011
C 0.194 -5.130 4.406 -0.016 -0.007 -0.025
C -4.132 0.088 -2.804 -0.008 0.005 0.026
C -2.883 -0.042 -3.395 0.019 0.029 0.040
C -0.840 3.310 0.142 -0.041 -0.032 0.003
C 3.115 -1.610 -0.447 0.118 -0.279 0.277
C 3.964 -2.613 1.595 -0.085 0.150 -0.138
H -5.005 -0.335 -3.284 -0.002 0.004 -0.002
H 0.270 5.179 2.762 0.002 -0.009 -0.003
H -3.769 2.378 6.185 -0.003 0.000 -0.004
H -1.090 1.770 2.908 0.010 -0.007 -0.018
H -3.044 5.899 0.140 -0.005 -0.010 0.004
H 1.054 -2.809 1.034 -0.045 0.034 -0.001
H -3.532 -1.274 0.062 0.019 -0.017 -0.005
H -1.448 -1.210 6.002 0.024 0.007 0.004
H -2.498 -3.041 -1.316 -0.007 -0.006 0.008
H 2.473 1.925 -1.305 -0.010 0.029 0.013
H 3.835 3.022 -3.044 0.001 -0.007 0.001
H -2.764 3.156 4.061 0.001 0.003 0.007
H -0.626 -3.853 2.897 0.010 0.013 -0.052
H 4.260 -1.479 -5.500 -0.004 0.020 -0.016
H -2.775 -0.567 -4.336 0.003 -0.004 -0.003
H 2.734 4.196 -4.919 0.001 0.002 -0.002
H -2.505 3.855 -1.097 -0.019 -0.016 -0.012
H -5.237 0.864 -1.134 -0.001 0.001 0.003
H 0.266 4.299 -5.037 -0.001 0.006 0.002
H -0.790 0.417 -3.256 -0.033 -0.005 0.003
H -3.106 0.207 7.152 0.002 0.000 0.002
H -2.276 -0.194 1.861 0.030 0.006 0.026
H -1.681 6.558 2.105 0.004 0.002 -0.009
H 1.125 -6.169 6.030 0.004 -0.002 -0.001
H -0.185 -3.793 -0.829 -0.008 -0.005 0.002
H 3.328 -2.588 -4.468 0.014 -0.025 -0.022
H -3.259 1.827 -0.037 0.001 0.010 0.017
H 4.510 -3.236 -5.634 0.008 0.011 -0.005
H 1.847 -1.959 5.879 0.000 0.013 -0.015
H -1.097 3.246 -3.286 0.001 0.011 0.005
H -0.260 -6.021 3.993 -0.003 0.000 0.005
H 2.160 -4.139 6.983 0.003 0.000 0.001

[2]
104
Properties=species:S:1:pos:R:3:forces:R:3 method="wB97M-V/def2-TZVPD" total_charge=-2 homo_energy_ev=-0.900 gap_ev=4.33 spin_multiplicity=1
Tl -1.063 -1.026 0.850 0.356 -0.034 -0.029
I -2.612 5.869 -2.349 0.001 -0.007 0.068
F 0.540 -1.981 -3.766 -0.016 -0.082 0.025
F -0.905 -3.405 -4.479 -0.006 0.018 0.029
F 4.172 -0.864 -0.704 -0.070 0.031 0.005
F -2.823 -4.383 -3.032 0.014 0.040 -0.038
F 2.752 -2.277 0.116 0.060 0.114 -0.066
F -2.955 -3.734 -0.977 0.009 -0.004 0.002
F 3.598 -0.569 2.110 -0.022 -0.031 -0.005
F 2.335 -1.273 -1.745 0.294 -0.108 0.160
F -1.390 -5.088 -1.602 -0.009 -0.008 -0.015
F 0.690 -4.047 -3.164 -0.025 0.000 -0.023
F 4.343 1.096 0.976 -0.061 0.014 -0.132
F 2.641 1.356 2.267 -0.044 0.125 0.028
O 2.810 4.556 4.002 -0.021 -0.037 -0.013
O 1.128 -0.442 1.051 -0.200 -0.166 -0.191
O -0.365 -2.742 -0.992 -0.074 0.241 0.226
N 2.721 -1.590 5.682 0.026 0.040 -0.027
N -1.824 4.208 1.533 -0.300 -0.102 -0.254
N 0.773 -1.520 4.552 -0.060 -0.024 -0.138
N -0.679 2.247 1.191 0.025 -0.115 -0.032
N -2.332 1.903 -1.039 0.172 -0.246 0.187
N 4.822 5.355 4.353 0.042 0.011 0.032
N 1.982 -0.528 6.069 0.017 -0.018 0.021
N 4.150 6.223 3.513 0.027 -0.006 -0.064
N 0.021 -0.115 -1.801 0.030 -0.111 -0.225
N -1.696 3.536 2.799 0.096 -0.051 0.057
C 1.147 8.052 1.088 -0.001 0.014 -0.004
C -2.067 -3.989 -1.961 0.076 0.051 0.087
C 1.520 3.112 -2.731 -0.001 0.032 0.016
C -5.227 -0.497 -3.892 0.024 -0.009 0.021
C -2.091 1.140 -2.278 -0.123 0.196 -0.148
C 5.768 2.136 6.984 0.020 0.000 0.019
C 2.868 4.786 -1.410 0.067 0.009 -0.028
C 4.005 4.395 4.615 -0.013 -0.006 -0.012
C -1.207 -0.131 -2.132 -0.173 0.159 0.168
C -4.285 2.649 0.075 -0.030 0.009 0.036
C 2.122 0.049 0.313 0.215 0.071 0.180
C 3.258 2.332 5.802 -0.014 0.026 0.024
C 1.890 6.284 2.526 -0.022 -0.022 -0.044
C 3.516 1.317 6.721 0.003 -0.007 -0.017
C -1.065 -2.757 -2.107 -0.135 -0.088 -0.042
C 1.959 -2.143 4.761 -0.041 0.000 -0.025
C 3.196 0.499 1.396 -0.129 -0.004 -0.020
C -0.369 6.259 1.686 -0.016 0.005 0.020
C -1.854 -1.447 -2.419 -0.053 -0.106 0.087
C -4.083 3.951 -0.524 -0.031 0.025 0.016
C 2.147 7.477 1.846 0.017 0.013 0.016
C 5.508 3.158 6.095 0.008 0.010 -0.013
C -1.754 5.634 1.590 0.189 -0.062 0.054
C -3.878 -0.283 -3.267 -0.006 0.023 0.027
C 2.361 2.456 -0.605 0.051 -0.075 -0.140
C -3.476 1.646 -0.326 0.015 -0.082 0.046
C 0.643 5.673 2.445 0.043 -0.020 -0.009
C -1.039 3.471 0.533 -0.032 0.091 0.092
C -0.176 -3.049 -3.381 0.055 0.012 0.073
C 4.771 1.224 7.302 0.004 -0.028 -0.018
C 0.837 1.914 -2.789 0.002 -0.059 -0.064
C 2.221 3.439 -1.581 -0.011 -0.106 0.024
C 2.443 0.337 7.129 0.013 0.032 -0.012
C 1.775 1.193 -0.685 -0.062 0.119 0.205
C 2.838 -1.104 -0.518 -0.049 -0.120 -0.073
C -3.086 -1.468 -2.945 0.009 0.009 -0.088
C -0.101 7.443 1.011 0.020 -0.038 -0.033
C -1.768 3.241 -0.868 -0.125 0.072 -0.054
C 0.829 -0.505 5.380 -0.018 -0.023 0.012
C 0.844 1.006 -1.727 -0.185 0.221 -0.033
C -2.900 4.204 -1.090 0.100 0.060 -0.087
C -1.078 2.431 2.444 0.016 0.011 -0.055
C 4.247 3.261 5.505 -0.003 -0.027 -0.007
C 2.975 5.720 3.324 -0.012 0.037 0.030
C -3.407 0.919 -2.961 0.011 0.068 -0.090
H 2.265 -3.019 4.214 0.008 0.010 0.013
H 3.129 7.926 1.920 -0.007 0.000 -0.006
H 2.349 5.545 -1.996 0.003 0.008 0.008
H 1.339 8.971 0.547 0.000 -0.012 -0.005
H -3.985 1.819 -3.150 0.000 0.002 0.003
H -1.000 3.361 -1.628 0.025 -0.035 -0.009
H 0.274 1.656 -3.679 0.016 0.021 0.016
H 2.845 5.095 -0.366 -0.012 0.048 0.066
H 2.975 2.710 0.242 0.081 -0.038 0.157
H -5.154 -1.153 -4.764 -0.001 0.015 -0.010
H 2.830 -0.305 7.919 -0.045 0.019 0.049
H -5.127 2.461 0.725 -0.009 -0.016 -0.023
H -5.903 -0.980 -3.181 0.003 -0.016 -0.017
H 3.915 4.772 -1.728 -0.013 0.005 0.009
H 1.571 0.867 7.518 -0.012 0.014 -0.033
H -2.236 6.050 0.702 -0.051 0.066 -0.024
H -0.879 7.881 0.394 -0.002 0.001 0.002
H -0.137 4.056 0.232 0.008 0.033 -0.018
H -1.549 1.830 -2.921 0.057 -0.019 0.081
H 1.468 3.807 -3.563 -0.003 0.012 0.012
H 6.261 3.892 5.843 0.000 -0.008 -0.004
H 4.973 0.420 8.001 -0.002 0.004 -0.003
H -3.715 0.601 -0.156 0.015 0.007 0.034
H -0.913 1.658 3.191 0.020 -0.031 -0.005
H 6.748 2.048 7.436 -0.001 -0.001 -0.007
H -4.914 4.642 -0.599 0.006 -0.002 -0.008
H -3.550 -2.413 -3.183 0.007 -0.017 -0.010
H 0.437 4.739 2.956 -0.025 0.001 -0.023
H 0.077 0.258 5.512 0.009 0.006 0.000
H 2.290 2.407 5.319 0.008 -0.009 0.006
H -5.672 0.449 -4.200 -0.010 0.000 0.007
H -2.341 5.957 2.454 -0.003 -0.044 0.018

[3]
91
Properties=species:S:1:pos:R:3:forces:R:3 method="wB97M-V/def2-TZVPD" relative_energy_kj_mol=185.18 total_charge=+1 homo_energy_ev=-9.782 gap_ev=5.77 spin_multiplicity=1
Ta 0.361 0.197 -0.757 0.121 0.978 -0.287
Cl -2.617 1.598 2.287 0.490 -0.086 0.478
Cl -1.532 1.604 7.553 -0.133 -0.201 -0.120
Si 4.078 3.570 -2.199 0.237 -0.444 -0.319
O -6.801 -1.929 -1.317 -0.175 1.039 0.756
O 2.739 1.091 2.938 0.096 -0.219 0.634
O -7.418 -0.115 -0.299 -1.233 0.451 0.760
O 0.363 1.212 2.044 -0.842 0.470 -0.383
N -1.511 1.516 -1.021 1.639 -0.984 0.119
N -6.614 -0.817 -0.813 1.304 -1.507 -1.772
N 0.332 -0.636 -3.027 0.763 0.239 -0.094
N -4.591 -3.106 5.875 0.681 0.341 -1.780
N -1.624 -1.135 -1.040 0.454 -0.108 0.011
C 2.229 -3.830 -1.099 -0.274 0.275 -0.210
C -1.018 1.320 5.924 0.609 -0.639 0.772
C 3.553 -2.512 -3.371 -1.926 1.804 0.707
C -2.709 -2.488 4.229 0.879 0.069 -1.167
C 3.338 5.244 -2.004 0.705 0.822 -1.178
C 4.041 -1.938 -4.516 1.341 -0.543 -0.260
C -1.451 1.346 3.590 -2.012 -0.396 -0.280
C -5.185 1.097 -1.031 0.464 -0.371 0.811
C -2.791 -0.466 -1.068 -1.217 0.553 0.129
C 1.940 -2.507 -1.444 -0.607 -0.553 0.048
C -1.342 2.811 -1.001 -0.709 1.018 -0.298
C 2.311 -2.061 -2.802 1.516 -0.771 -0.650
C 0.417 0.100 1.257 -0.612 1.593 -2.193
C -1.671 -2.461 -1.142 -0.295 -0.460 -0.939
C -1.912 1.292 4.894 -1.933 1.599 0.149
C -4.057 -1.107 -1.060 -0.288 -0.190 -0.327
C -0.139 1.163 3.314 1.785 -0.009 -0.427
C 1.583 -1.189 -3.575 -0.827 -0.036 0.735
C 1.852 1.726 -1.133 -0.396 -0.298 -0.247
C -3.893 1.753 -1.029 0.262 -0.070 -0.132
C -5.248 -0.252 -0.972 0.831 0.188 -0.091
C 0.610 -1.191 1.851 1.025 -1.990 0.182
C -0.520 -1.697 2.669 -0.984 -0.411 0.899
C 1.370 -3.510 1.139 0.261 1.195 -1.206
C 1.859 -4.336 0.140 0.193 -0.573 0.153
C -3.878 -2.846 4.990 -0.116 -0.278 2.407
C 2.752 2.447 -1.558 -0.291 -0.541 0.394
C 0.323 1.135 5.677 1.200 0.121 -0.554
C 2.008 -0.784 -4.819 -1.171 1.769 -0.876
C -2.876 -1.964 2.930 -1.601 -0.111 1.680
C 5.650 3.341 -1.223 1.174 -0.190 -0.223
C -1.395 -2.644 4.730 -1.147 0.769 -0.053
C -1.839 -1.566 2.185 2.594 -0.109 -0.903
C -0.304 -2.219 3.949 -1.758 -0.334 -0.372
C 4.176 3.161 -4.040 -0.705 1.279 -0.530
C -3.700 3.141 -0.991 -0.186 0.662 -1.093
C -4.083 -2.524 -1.208 0.525 0.907 0.409
C -2.721 0.996 -1.059 -1.448 -2.003 0.334
C -2.873 -3.162 -1.322 0.332 0.694 0.597
C 3.262 -1.093 -5.289 -0.077 -0.200 0.329
C 2.260 1.197 4.039 0.202 0.351 0.292
C -2.432 3.691 -1.054 0.768 -0.796 0.542
C 0.784 1.092 4.349 0.254 -0.014 1.006
C 1.116 -2.175 0.775 -0.917 -0.529 1.126
C 1.244 -1.696 -0.516 1.150 -0.584 -0.416
H -4.586 3.736 -1.124 -0.112 0.451 0.376
H 4.754 3.971 -4.547 0.055 -0.842 0.282
H -0.460 -1.249 -3.235 0.221 0.364 -0.016
H 4.178 -3.084 -2.759 0.842 -0.929 0.663
H 0.211 0.269 -3.483 -0.384 -0.235 -0.243
H 3.302 5.610 -3.067 -0.380 0.081 1.070
H 1.031 1.064 6.505 -0.141 0.215 -0.237
H 3.831 5.995 -1.384 0.240 -0.204 -0.123
H 2.371 5.090 -1.586 -1.032 0.149 0.016
H 5.411 3.364 -0.161 -0.118 -0.251 0.129
H 2.681 -4.482 -1.843 -0.108 0.040 0.211
H 4.550 2.171 -4.244 0.495 -0.249 -0.126
H -2.972 1.519 5.160 0.897 -0.479 -0.612
H -6.120 1.632 -0.899 0.260 0.248 -0.196
H -3.877 -1.706 2.644 -0.468 -0.300 -0.414
H -0.751 -3.050 -1.217 -0.072 0.602 0.360
H 5.108 -2.132 -4.744 -0.900 0.069 -0.234
H -0.321 3.141 -1.003 0.324 0.361 0.068
H -2.108 4.719 -1.097 -0.878 0.354 0.021
H 2.907 1.507 4.916 -0.523 -0.381 -0.452
H 3.649 -0.673 -6.190 0.067 0.218 -0.455
H 1.470 -1.094 2.483 0.716 0.120 0.833
H -1.909 -1.180 1.175 -0.450 0.169 0.444
H -5.015 -3.054 -1.191 -0.105 -0.107 -0.215
H 1.232 -3.800 2.157 -0.215 -0.494 0.372
H 1.317 -0.058 -5.346 1.042 -0.954 0.308
H 0.681 -2.344 4.313 0.900 0.095 0.427
H 6.411 4.147 -1.337 -0.675 -0.303 -0.285
H -2.792 -4.212 -1.465 -0.153 -0.712 -0.066
H 1.968 -5.406 0.283 0.164 0.115 0.288
H -1.350 -2.913 5.784 0.555 -0.316 -0.335
H 3.186 3.218 -4.568 0.549 -0.052 0.802
H 6.204 2.400 -1.457 -0.587 0.521 0.258

Respective F_max values: 0.468; 0.406; 2.779 eV/Å.